Here is a molecular structure, CoF7Pb3 in a non-equilibrium geometry from the Open Molecules 2025 dataset. Energies are from ωB97M-V/def2-TZVPD.

The geometry in ORCA input format:
```
! wB97M-V def2-TZVPD RIJCOSX def2/J DEFGRID3
* xyz 2 5
Pb 0.943 -0.434 2.397
Pb -2.532 -0.805 -0.303
Pb 0.782 -1.687 -2.200
Co 0.660 2.107 -0.257
F -0.860 -2.764 -0.646
F 1.978 1.154 -1.828
F 2.384 1.223 1.159
F -1.623 -0.557 2.265
F 0.065 -0.123 0.040
F -0.373 2.103 1.898
F -1.424 -0.216 -2.524
*
```

lowest unoccupied orbital energy (spin up / spin down) = -0.334 / -0.498 hartree



Here is a molecular structure, C15H14FeN2O6 in a non-equilibrium geometry from the Open Molecules 2025 dataset. Energies are from ωB97M-V/def2-TZVPD.

The geometry in ORCA input format:
```
! wB97M-V def2-TZVPD RIJCOSX def2/J DEFGRID3
* xyz 0 5
C -3.309 0.989 0.248
O -1.976 1.433 0.451
C -0.910 0.547 0.420
C -0.284 0.094 1.623
C 0.267 -1.279 1.618
C 0.904 -1.657 0.365
C 0.800 -0.790 -0.708
C -0.191 0.254 -0.786
Fe 0.970 1.330 0.516
C 1.901 1.300 1.988
O 2.772 1.268 2.773
C 0.446 2.895 1.114
O 0.271 4.002 1.397
C 2.240 1.959 -0.564
O 3.301 2.243 -0.979
H -3.919 1.877 0.393
H -3.441 0.605 -0.769
H -3.544 0.213 0.982
H -0.574 0.507 2.605
H 0.952 -1.386 2.471
H -0.518 -2.166 2.048
H 1.566 -2.538 0.361
H 1.321 -1.042 -1.642
H -0.463 0.768 -1.720
C 0.004 -2.875 6.565
N -0.443 -3.396 5.276
C -0.048 -2.669 4.123
O 0.744 -1.727 4.295
N -0.564 -3.043 2.905
C -1.283 -4.224 2.747
O -1.648 -4.556 1.612
C -1.574 -5.005 3.963
C -1.178 -4.536 5.172
H -0.392 -3.531 7.341
H 1.096 -2.849 6.626
H -0.347 -1.850 6.739
H -2.154 -5.925 3.875
H -1.400 -5.016 6.115
*
```

lowest unoccupied orbital energy (spin up / spin down) = 0.010 / -0.091 hartree
relative energy (zero: lowest compared OMol25 entry of this formula, charge and spin) = 340.1 kJ/mol



Here is a molecular structure, C43H41GeN5O4PTa in a non-equilibrium geometry from the Open Molecules 2025 dataset. Energies are from ωB97M-V/def2-TZVPD.

The geometry in ORCA input format:
```
! wB97M-V def2-TZVPD RIJCOSX def2/J DEFGRID3
* xyz 2 1
Ta 0.561 -0.421 0.680
O 1.557 -4.615 1.094
C 1.280 -3.347 1.206
O 0.898 -2.634 0.292
C 1.471 -2.740 2.544
C 1.930 -3.366 3.678
C 2.138 -2.593 4.816
C 1.913 -1.225 4.760
C 1.432 -0.689 3.586
N 1.185 -1.438 2.508
C 1.259 0.776 3.298
O 1.731 1.632 3.989
O 0.624 0.976 2.142
H 1.433 -4.915 0.176
H 2.126 -4.430 3.661
H 2.507 -3.048 5.726
H 2.108 -0.575 5.603
C -1.059 1.792 -2.999
C -0.027 1.686 -3.919
C 1.155 1.077 -3.541
C 1.296 0.597 -2.247
N 0.267 0.652 -1.374
C -0.883 1.238 -1.751
C 2.555 0.059 -1.691
C 3.768 0.141 -2.365
C 4.936 -0.293 -1.751
C 4.896 -0.792 -0.457
C 3.676 -0.882 0.207
C 2.480 -0.472 -0.398
H -1.997 2.270 -3.246
H -0.142 2.075 -4.923
H 1.966 0.970 -4.248
H -1.679 1.245 -1.022
H 3.826 0.551 -3.366
H 5.877 -0.238 -2.283
H 5.809 -1.117 0.028
H 3.675 -1.286 1.217
C 3.312 4.933 2.529
N 1.954 5.375 1.950
C 2.215 6.209 0.686
N 3.014 5.490 -0.242
C 4.284 5.094 0.371
N 4.074 4.251 1.546
C 3.523 2.931 1.208
P 1.846 3.024 0.394
C 1.094 4.176 1.651
C 2.310 4.344 -0.841
H 3.096 4.292 3.382
H 3.815 5.843 2.854
H 1.482 5.961 2.638
H 2.722 7.115 1.016
H 1.244 6.461 0.263
H 4.829 5.990 0.668
H 4.879 4.549 -0.359
H 3.449 2.335 2.118
H 4.205 2.419 0.525
H 0.954 3.622 2.579
H 0.123 4.524 1.301
H 1.413 4.696 -1.354
H 2.957 3.892 -1.595
C -1.358 -0.932 0.394
Ge -2.720 -1.870 -0.656
C -4.111 -0.549 -0.992
C -4.134 0.226 -2.157
C -5.137 1.165 -2.370
C -6.130 1.346 -1.416
C -6.119 0.587 -0.252
C -5.115 -0.352 -0.041
C -2.192 -2.780 -2.276
C -3.013 -2.740 -3.404
C -2.726 -3.531 -4.513
C -1.628 -4.378 -4.499
C -0.809 -4.435 -3.378
C -1.092 -3.642 -2.275
C -3.417 -3.157 0.636
C -2.761 -3.416 1.841
C -3.307 -4.287 2.779
C -4.518 -4.914 2.517
C -5.170 -4.684 1.312
C -4.623 -3.813 0.380
H -1.916 -0.472 1.236
H -3.367 0.090 -2.913
H -5.153 1.746 -3.286
H -6.914 2.075 -1.581
H -6.898 0.720 0.489
H -5.122 -0.943 0.870
H -3.891 -2.106 -3.420
H -3.366 -3.489 -5.385
H -1.415 -5.004 -5.357
H 0.042 -5.105 -3.366
H -0.454 -3.695 -1.398
H -1.812 -2.930 2.052
H -2.794 -4.474 3.715
H -4.953 -5.579 3.252
H -6.106 -5.185 1.101
H -5.144 -3.643 -0.558
*
```

lowest unoccupied orbital energy = -0.228 hartree
relative energy (zero: lowest compared OMol25 entry of this formula, charge and spin) = 52.5 kJ/mol



Here is a molecular structure, C30H74MnO16 in a non-equilibrium geometry from the Open Molecules 2025 dataset. Energies are from ωB97M-V/def2-TZVPD.

The geometry in ORCA input format:
```
! wB97M-V def2-TZVPD RIJCOSX def2/J DEFGRID3
* xyz 0 6
Mn 1.885 1.800 0.177
O -0.008 2.541 0.372
C -0.886 1.485 0.385
C -0.296 0.043 0.206
O 1.075 -0.076 0.187
H -1.699 1.584 -0.375
H -1.519 1.480 1.308
H -0.716 -0.335 -0.757
H -0.751 -0.624 0.968
C 3.460 4.564 -0.880
O 2.883 3.744 0.123
C 3.436 4.037 1.394
C 2.797 3.241 2.528
O 2.637 1.883 2.156
C 2.362 0.999 3.215
H 2.790 4.575 -1.734
H 4.434 4.166 -1.197
H 3.624 5.581 -0.519
H 3.302 5.095 1.643
H 4.518 3.844 1.377
H 1.829 3.677 2.807
H 3.436 3.309 3.416
H 3.173 1.036 3.956
H 2.274 0.001 2.800
H 1.469 1.328 3.757
C -0.545 -1.031 4.391
O -1.585 -1.956 4.478
C -2.221 -2.179 3.219
C -3.250 -1.135 2.909
O -4.509 -1.307 3.510
C -4.488 -1.428 4.909
H 0.347 -1.421 3.892
H -0.237 -0.782 5.413
H -0.842 -0.059 3.971
H -2.707 -3.154 3.318
H -1.476 -2.228 2.418
H -3.422 -1.049 1.835
H -2.859 -0.144 3.201
H -3.919 -0.617 5.380
H -4.080 -2.386 5.247
H -5.520 -1.372 5.259
C -4.665 -0.607 -0.585
O -5.121 -0.239 -1.863
C -4.197 -0.476 -2.896
C -3.148 0.613 -2.989
O -3.792 1.819 -3.313
C -2.967 2.940 -3.184
H -3.645 -0.246 -0.390
H -4.668 -1.694 -0.430
H -5.331 -0.135 0.137
H -4.772 -0.506 -3.822
H -3.687 -1.442 -2.775
H -2.396 0.342 -3.753
H -2.621 0.698 -2.028
H -2.364 2.886 -2.266
H -3.584 3.834 -3.159
H -2.255 3.014 -4.025
C 4.522 -3.293 -1.212
O 3.752 -3.583 -0.071
C 2.387 -3.347 -0.302
C 1.635 -3.257 1.001
O 2.007 -4.295 1.895
C 1.455 -4.073 3.170
H 5.566 -3.465 -0.958
H 4.397 -2.239 -1.506
H 4.217 -3.928 -2.051
H 1.933 -4.129 -0.925
H 2.233 -2.379 -0.796
H 0.553 -3.390 0.846
H 1.793 -2.273 1.463
H 0.356 -4.088 3.132
H 1.762 -3.091 3.556
H 1.830 -4.845 3.838
C 0.157 -2.250 -3.052
O 0.894 -1.728 -4.134
C 2.242 -2.125 -4.216
C 2.511 -3.568 -4.583
O 2.093 -4.473 -3.578
C 2.579 -5.762 -3.804
H 0.603 -2.045 -2.072
H -0.036 -3.324 -3.115
H -0.816 -1.758 -3.046
H 2.794 -1.839 -3.312
H 2.619 -1.541 -5.062
H 3.603 -3.650 -4.727
H 2.022 -3.824 -5.532
H 2.497 -6.068 -4.856
H 2.046 -6.457 -3.161
H 3.656 -5.842 -3.568
C 4.860 0.265 0.414
O 3.871 0.928 -0.330
C 4.171 0.961 -1.734
C 2.931 1.150 -2.601
O 1.979 1.965 -1.980
C 0.825 2.239 -2.753
H 5.862 0.644 0.178
H 4.838 -0.813 0.215
H 4.653 0.428 1.467
H 4.688 0.035 -2.003
H 4.883 1.781 -1.893
H 2.513 0.195 -2.932
H 3.276 1.640 -3.526
H 0.333 3.132 -2.374
H 0.124 1.401 -2.703
H 1.077 2.444 -3.801
C -2.261 3.455 3.205
O -3.667 3.527 3.448
C -4.379 2.601 2.662
C -4.418 2.950 1.178
O -5.393 2.142 0.575
C -5.563 2.439 -0.790
H -2.054 3.741 2.168
H -1.920 2.424 3.350
H -1.780 4.169 3.868
H -5.404 2.623 3.037
H -3.986 1.584 2.775
H -3.428 2.787 0.718
H -4.621 4.027 1.060
H -5.995 3.441 -0.927
H -6.246 1.709 -1.218
H -4.614 2.385 -1.338
*
```

lowest unoccupied orbital energy (spin up / spin down) = -0.001 / -0.001 hartree



One value per record, in order, for calculated total energy: -72372.892 -65426.405 -128241.601 -96381.999 eV.